#A
ORCA calculation (wB97M-V/def2-TZVPD) on the molecule C3H5N3O.

Summary:
* charge: 0
* Kohn-Sham gap: 0.371 Eh

Cartesian coordinates (Å):
C (2.113, 0.209, 0.021)
C (-0.170, -0.320, -0.077)
C (-1.974, 0.763, -0.017)
H (3.081, -0.324, 0.171)
H (1.923, 0.798, 0.945)
H (2.109, 0.916, -0.814)
H (-2.673, 1.613, 0.000)
H (-1.249, -2.149, -0.039)
N (-0.612, 0.928, -0.105)
N (-2.381, -0.485, 0.046)
N (-1.241, -1.166, -0.044)
O (1.075, -0.784, -0.086)


#B
ORCA calculation (wB97M-V/def2-TZVPD) on a structure of composition C3H5N3O.

Summary:
* charge: 0
* Kohn-Sham gap: 0.395 Eh

Cartesian coordinates (Å):
C (0.165, -1.501, 0.531)
C (0.081, 0.967, 0.335)
C (-0.572, -0.446, -0.100)
N (0.789, -2.336, 1.017)
N (0.962, 0.914, 1.309)
N (-0.425, -0.553, -1.963)
O (-0.478, 1.925, -0.120)
H (-1.603, -0.329, 0.164)
H (1.334, -0.021, 1.598)
H (1.459, 1.798, 1.586)
H (-1.438, -0.849, -2.278)
H (-0.274, 0.430, -2.079)


Short version: #A is the most stable of them.


#A
ORCA calculation (wB97M-V/def2-TZVPD) on the molecule C3H5N3O.

Summary:
* charge: 0
* Kohn-Sham gap: 0.333 Eh

Cartesian coordinates (Å):
C (0.649, -1.270, -0.018)
C (1.776, -0.614, -0.075)
C (0.266, 1.053, -0.082)
H (-1.896, 0.009, 0.989)
H (-2.328, -0.575, -0.801)
H (0.244, -2.266, 0.056)
H (2.897, -0.783, 0.269)
H (-1.117, 2.273, -0.212)
N (-1.654, -0.665, 0.104)
N (-0.286, -0.183, -0.264)
N (-0.118, 2.234, 0.010)
O (1.567, 0.787, 0.024)


#B
ORCA calculation (wB97M-V/def2-TZVPD) on the molecule C3H5N3O.

Summary:
* charge: 0
* Kohn-Sham gap: 0.403 Eh

Cartesian coordinates (Å):
O (-2.614, 0.914, -0.272)
C (-1.619, -0.022, 0.025)
C (-0.085, 0.204, -0.138)
N (0.759, 1.081, -0.674)
N (2.020, 0.431, -0.450)
C (1.783, -0.722, 0.174)
N (0.515, -0.904, 0.393)
H (-2.739, 0.967, -1.225)
H (-1.783, -0.979, -0.497)
H (-1.738, -0.256, 1.089)
H (2.986, 0.673, -0.706)
H (2.528, -1.446, 0.462)


Short version: #B is the most stable of them.


#A
ORCA calculation (wB97M-V/def2-TZVPD) on a cluster of 2 separate species, C3H5N3O in total.

Summary:
* charge: 0
* Kohn-Sham gap (spin up / spin down): 0.252 / 0.310 Eh

Cartesian coordinates (Å):
C (-0.901, 1.076, 1.543)
C (0.607, -0.437, -1.071)
C (0.264, -1.085, 1.674)
N (-0.074, 0.058, 1.809)
N (-2.139, 0.778, 1.683)
N (0.968, -0.739, -2.239)
O (0.178, 0.645, -0.769)
H (-0.477, 2.118, 1.146)
H (0.601, -1.827, 2.291)
H (-2.735, 1.561, 1.599)
H (1.060, -1.724, -2.586)
H (1.345, -0.069, -2.893)


#B
ORCA calculation (wB97M-V/def2-TZVPD) on a structure of composition C3H5N3O.

Summary:
* charge: 0
* Kohn-Sham gap: 0.312 Eh

Cartesian coordinates (Å):
C (0.138, -0.724, -0.044)
C (-1.792, -0.140, -0.039)
C (-1.120, 1.025, 0.144)
H (1.403, -2.234, -0.459)
H (2.291, -0.613, -0.158)
H (-2.908, -0.370, -0.298)
H (-1.388, 2.090, 0.076)
H (1.603, 1.424, 0.749)
N (1.441, -1.249, 0.160)
N (-1.016, -1.216, 0.021)
N (0.137, 0.619, 0.045)
O (1.210, 1.389, -0.196)


Short version: #B is the most stable of them.


#A
ORCA calculation (wB97M-V/def2-TZVPD) on the molecule C3H5N3O.

Summary:
* charge: 0
* Kohn-Sham gap: 0.304 Eh

Cartesian coordinates (Å):
N (-1.868, -0.249, 0.704)
C (-0.623, 0.098, 0.170)
C (-0.191, -0.244, -1.050)
N (1.198, -0.063, -1.086)
C (1.723, 0.239, 0.182)
O (2.875, 0.433, 0.515)
N (0.451, 0.556, 0.918)
H (-2.275, 0.383, 1.377)
H (-2.528, -0.435, -0.045)
H (-0.692, -0.934, -1.707)
H (1.671, -0.453, -1.893)
H (0.259, 0.670, 1.915)


#B
ORCA calculation (wB97M-V/def2-TZVPD) on the molecule C3H5N3O.

Summary:
* charge: 0
* Kohn-Sham gap: 0.345 Eh

Cartesian coordinates (Å):
C (-1.324, -1.025, 2.021)
C (-0.238, 0.166, 0.048)
C (0.971, -0.512, 0.003)
H (-0.856, -0.459, 2.962)
H (-2.464, -1.180, 2.245)
H (-0.762, -1.990, 1.686)
H (-1.890, 0.696, 0.791)
H (1.348, -1.485, 0.455)
N (-1.304, -0.093, 0.865)
N (1.673, -0.133, -1.079)
N (1.109, 0.800, -1.680)
O (-0.274, 1.077, -0.915)


Short version: #A is the most stable of them.


#A
ORCA calculation (wB97M-V/def2-TZVPD) on a cluster of 2 separate species, C9H14O in total.

Summary:
* charge: 0
* Kohn-Sham gap: 0.355 Eh

Cartesian coordinates (Å):
C (0.496, 0.226, -0.445)
C (-0.766, 0.943, 1.603)
C (0.350, 0.364, 1.043)
C (-0.785, 1.303, 2.965)
C (1.502, 0.185, 1.843)
C (0.389, 1.210, 3.659)
C (1.598, 0.816, 3.060)
O (0.417, 1.441, 5.040)
H (-1.592, 1.174, 0.937)
H (-1.713, 1.450, 3.504)
H (0.308, -0.745, -0.886)
H (1.474, 0.553, -0.782)
H (2.353, -0.365, 1.450)
H (2.521, 0.902, 3.609)
H (0.247, 0.599, 5.488)
H (-0.240, 0.842, -0.976)
C (-0.074, -1.318, -4.045)
C (-1.569, -1.409, -3.684)
H (0.315, -0.322, -3.847)
H (0.527, -2.055, -3.508)
H (0.048, -1.537, -5.099)
H (-2.108, -2.137, -4.291)
H (-2.017, -0.468, -4.009)
H (-1.680, -1.654, -2.629)


#B
ORCA calculation (wB97M-V/def2-TZVPD) on a cluster of 2 separate species, C9H14O in total.

Summary:
* charge: 0
* Kohn-Sham gap: 0.347 Eh

Cartesian coordinates (Å):
C (-1.567, -1.436, 0.312)
C (-1.738, -1.659, 1.820)
H (-1.578, -0.440, -0.118)
H (-0.737, -1.898, -0.231)
H (-2.412, -1.953, -0.164)
H (-2.085, -0.746, 2.295)
H (-0.726, -1.775, 2.236)
H (-2.228, -2.589, 2.078)
C (-0.801, 2.032, -1.844)
C (1.117, 0.737, 1.150)
C (1.926, -0.191, 0.488)
C (0.246, 1.493, 0.393)
C (0.171, 1.265, -0.988)
C (1.909, -0.377, -0.877)
C (0.993, 0.359, -1.648)
O (2.754, -0.951, 1.289)
H (1.169, 0.926, 2.213)
H (-0.502, 2.162, 0.799)
H (2.687, -0.983, -1.314)
H (3.671, -0.988, 1.006)
H (-0.557, 2.208, -2.891)
H (-0.879, 3.048, -1.436)
H (0.951, 0.208, -2.710)
H (-1.784, 1.548, -1.858)


Short version: #B is the most stable of them.


#A
ORCA calculation (wB97M-V/def2-TZVPD) on a cluster of 2 separate species, C9H14O in total.

Summary:
* charge: 0
* Kohn-Sham gap: 0.359 Eh

Cartesian coordinates (Å):
C (1.724, -1.729, 3.447)
C (1.482, -1.634, 1.980)
H (2.634, -1.045, 3.509)
H (0.889, -1.274, 3.950)
H (1.900, -2.801, 3.829)
H (2.417, -1.934, 1.395)
H (1.060, -0.673, 1.674)
H (0.656, -2.314, 1.714)
C (-2.454, 1.310, 0.412)
C (-0.845, 0.401, -2.987)
C (0.420, 0.367, -2.489)
C (-1.790, 0.821, -2.056)
C (-1.458, 1.007, -0.698)
C (0.827, 0.575, -1.198)
C (-0.173, 0.768, -0.286)
O (1.383, 0.186, -3.530)
H (-0.949, 0.108, -4.087)
H (-2.827, 0.767, -2.411)
H (2.002, 0.675, -1.124)
H (1.527, 1.204, -3.780)
H (-1.882, 1.997, 1.169)
H (-3.081, 0.643, 0.894)
H (-0.116, 0.702, 0.792)
H (-3.347, 1.873, -0.120)


#B
ORCA calculation (wB97M-V/def2-TZVPD) on a cluster of 2 separate species, C9H14O in total.

Summary:
* charge: 0
* Kohn-Sham gap: 0.338 Eh

Cartesian coordinates (Å):
C (-0.734, 2.172, -1.137)
C (-0.765, 3.713, -1.224)
H (-1.107, 1.843, -0.160)
H (-1.416, 1.689, -1.829)
H (0.306, 1.848, -1.146)
H (-1.668, 4.040, -1.753)
H (0.049, 4.128, -1.811)
H (-0.799, 4.128, -0.224)
C (0.465, -1.305, 3.040)
C (0.239, -1.660, -1.247)
C (1.464, -1.742, -0.595)
C (-0.867, -1.261, -0.509)
C (1.532, -1.401, 0.760)
C (-0.782, -0.972, 0.840)
C (0.405, -1.220, 1.543)
O (0.012, -2.167, -2.497)
H (2.349, -2.202, -1.017)
H (0.822, -2.556, -2.837)
H (-1.803, -1.082, -1.027)
H (2.521, -1.445, 1.207)
H (-1.642, -0.540, 1.331)
H (-0.481, -1.020, 3.503)
H (1.257, -0.663, 3.419)
H (0.644, -2.327, 3.372)


#C
ORCA calculation (wB97M-V/def2-TZVPD) on a cluster of 2 separate species, C9H14O in total.

Summary:
* charge: 0
* Kohn-Sham gap: 0.326 Eh

Cartesian coordinates (Å):
C (-2.387, 0.023, 1.276)
C (-3.710, 0.118, 1.989)
H (-1.993, -1.073, 1.215)
H (-2.321, 0.524, 0.285)
H (-1.465, 0.499, 1.778)
H (-3.995, 0.972, 2.558)
H (-3.733, -0.662, 2.820)
H (-4.487, -0.166, 1.305)
C (2.269, 2.517, -0.563)
C (1.423, 0.495, 0.659)
C (1.583, 1.187, -0.490)
C (0.880, -0.751, 0.657)
C (0.301, -1.261, -0.526)
C (0.892, 0.667, -1.704)
C (0.272, -0.573, -1.741)
O (-0.258, -2.473, -0.479)
H (1.934, 0.998, 1.544)
H (0.792, -1.322, 1.484)
H (1.619, 3.246, -0.030)
H (2.544, 2.474, -1.671)
H (1.209, 1.258, -2.602)
H (-0.189, -2.849, 0.440)
H (-0.176, -1.041, -2.621)
H (3.187, 2.394, -0.019)


#D
ORCA calculation (wB97M-V/def2-TZVPD) on a cluster of 2 separate species, C9H14O in total.

Summary:
* charge: 0
* Kohn-Sham gap: 0.365 Eh

Cartesian coordinates (Å):
C (2.098, -1.320, 2.826)
C (0.869, -0.595, 3.369)
O (2.365, -1.015, 1.442)
H (2.980, -0.982, 3.321)
H (2.023, -2.402, 2.966)
H (1.174, 0.131, 4.102)
H (1.708, -1.531, 0.942)
H (0.073, -1.257, 3.716)
H (0.369, -0.031, 2.586)
C (1.131, 1.707, -0.876)
C (-2.507, -0.484, -1.601)
C (-1.248, -1.083, -1.643)
C (-2.555, 0.881, -1.414)
C (-0.098, -0.345, -1.486)
C (-1.390, 1.629, -1.227)
C (-0.144, 1.044, -1.250)
H (-3.397, -1.090, -1.608)
H (-1.193, -2.168, -1.690)
H (-3.503, 1.410, -1.386)
H (0.852, -0.852, -1.402)
H (-1.501, 2.701, -1.106)
H (1.161, 1.756, 0.212)
H (1.380, 2.689, -1.303)
H (2.082, 1.238, -1.154)


Short version: #B is the most stable of them.


#A
ORCA calculation (wB97M-V/def2-TZVPD) on a cluster of 2 separate species, C9H14O in total.

Summary:
* charge: 0
* Kohn-Sham gap: 0.339 Eh

Cartesian coordinates (Å):
C (-0.736, -0.462, -3.086)
C (0.257, -0.794, -0.804)
C (-0.862, -0.478, -1.588)
C (0.240, -0.631, 0.569)
C (-2.055, -0.227, -0.940)
C (-0.993, -0.476, 1.198)
C (-2.137, -0.270, 0.445)
O (-0.981, -0.502, 2.563)
H (1.163, -1.139, -1.288)
H (1.136, -0.812, 1.146)
H (-1.696, -0.604, -3.569)
H (-0.283, 0.470, -3.424)
H (-2.936, 0.052, -1.502)
H (-3.054, -0.118, 1.010)
H (-1.866, -0.542, 2.951)
H (-0.183, -1.293, -3.531)
C (2.687, 2.143, 1.100)
C (3.340, 1.028, 0.312)
H (2.925, 3.067, 0.610)
H (1.608, 2.265, 0.955)
H (2.885, 2.232, 2.163)
H (3.463, 0.069, 0.832)
H (4.313, 1.351, -0.043)
H (2.714, 0.666, -0.484)


#B
ORCA calculation (wB97M-V/def2-TZVPD) on a cluster of 2 separate species, C9H14O in total.

Summary:
* charge: 0
* Kohn-Sham gap: 0.337 Eh

Cartesian coordinates (Å):
C (-1.729, 0.582, 1.036)
C (-2.013, 0.693, 2.595)
H (-2.519, 0.064, 0.512)
H (-1.885, 1.522, 0.651)
H (-0.925, -0.037, 0.873)
H (-1.198, 0.078, 2.991)
H (-2.831, 0.172, 2.957)
H (-1.898, 1.606, 3.169)
C (1.580, -2.499, -1.773)
C (1.471, 0.556, 0.446)
C (0.490, 1.336, -0.253)
C (1.813, -0.662, -0.085)
C (1.180, -1.142, -1.312)
C (-0.210, 0.859, -1.320)
C (0.172, -0.452, -1.870)
O (0.347, 2.613, 0.235)
H (2.135, 1.069, 1.317)
H (2.438, -1.284, 0.330)
H (-0.807, 1.413, -1.797)
H (-0.132, 3.193, -0.318)
H (1.320, -2.624, -2.763)
H (1.007, -3.379, -1.273)
H (-0.406, -0.969, -2.643)
H (2.600, -2.707, -1.705)


Short version: #A is the most stable of them.


#A
ORCA calculation (wB97M-V/def2-TZVPD) on the molecule C4H9NO2.

Summary:
* charge: 0
* Kohn-Sham gap: 0.371 Eh

Cartesian coordinates (Å):
C (1.206, 0.689, 1.506)
C (0.640, 0.145, 0.199)
O (1.575, -0.239, -0.727)
C (-0.459, -0.957, 0.396)
N (-1.516, -0.616, -0.552)
C (-1.105, 0.164, -1.598)
O (-0.156, -0.071, -2.358)
H (0.407, 1.155, 2.099)
H (1.981, 1.428, 1.287)
H (1.654, -0.099, 2.120)
H (-0.035, 0.968, -0.311)
H (0.942, -0.303, -1.630)
H (-0.044, -1.943, 0.188)
H (-0.886, -0.950, 1.403)
H (-2.360, -0.267, -0.117)
H (-1.845, 0.895, -1.905)


#B
ORCA calculation (wB97M-V/def2-TZVPD) on a structure of composition C4H9NO2.

Summary:
* charge: 0
* Kohn-Sham gap (spin up / spin down): 0.342 / 0.243 Eh

Cartesian coordinates (Å):
C (-1.709, 0.866, -0.172)
N (-1.162, -0.467, -0.026)
C (-0.642, -0.708, 1.294)
C (0.772, -0.883, 0.850)
O (1.471, -1.825, 0.628)
O (1.145, 0.421, 0.268)
C (2.037, 0.398, -0.635)
H (-2.652, 0.968, 0.396)
H (-1.940, 1.044, -1.229)
H (-1.043, 1.680, 0.168)
H (-0.043, -0.498, -1.487)
H (-0.986, -1.647, 1.742)
H (-0.757, 0.118, 2.012)
H (2.333, 1.363, -1.037)
H (0.598, -0.304, -1.940)
H (2.579, -0.525, -0.832)


Short version: #A is the most stable of them.